DFT (wB97M-V/def2-TZVPD) results for 2 unconnected molecules or ions with the total composition C6H7ClN2OS in a non-equilibrium geometry.

Values from the calculation:
LUMO energy (alpha / beta) in eV: -1.82 / -1.82
Kohn-Sham gap (alpha / beta) in eV: 5.746 / 5.751
Electronic energy in hartree: -1275.76990
ΔE to the lowest compared entry with this formula, charge and spin in eV: 4.0873

ORCA input file:
```
! RIJCOSX wB97M-V def2-TZVPD def2/J DEFGRID3
* xyz 0 1
C -1.545 -0.705 0.349
C -0.470 -1.397 -0.155
C 1.985 -0.891 -0.581
C 2.486 0.399 0.230
C 1.136 0.329 0.953
C -1.464 0.632 0.825
N 0.793 -0.811 0.016
N -2.026 1.499 -1.600
O 2.491 -1.755 -1.254
S -0.072 1.687 0.785
Cl -2.864 1.278 1.597
H -2.625 -1.037 0.233
H -0.503 -2.439 -0.601
H 3.249 0.047 0.903
H 2.823 1.411 -0.308
H 1.004 -0.143 1.945
H -1.478 0.652 -1.764
H -2.921 1.245 -1.576
*
```